1.
Entry from the Open Molecules 2025 dataset: a structure of composition C34H43BN7O2RuS5 in a non-equilibrium geometry (ωB97M-V/def2-TZVPD).

Element x y z (Å)
Ru (-1.7813, 0.7840, 1.9020)
C (-0.0660, -3.7946, 3.4138)
C (0.5217, -2.9998, 2.2824)
C (1.6926, -3.3279, 1.6640)
C (2.1887, -2.5557, 0.5938)
N (1.6241, -1.4029, 0.2801)
N (0.5061, -1.0592, 0.9281)
B (-0.0073, 0.4027, 0.7296)
N (-0.4869, 0.7678, -0.7084)
N (-0.1641, -0.0488, -1.7120)
C (-0.6290, 0.2338, -2.9095)
C (-1.4555, 1.3612, -3.1117)
C (-1.7577, 2.2105, -2.0867)
C (-2.6546, 3.4014, -2.2524)
C (-1.2314, 1.8697, -0.8260)
S (-1.5427, 2.7827, 0.6299)
C (-0.2047, -0.7080, -4.0365)
C (-0.5823, -2.1454, -3.6505)
C (1.3177, -0.5727, -4.1986)
C (-0.8815, -0.3440, -5.3585)
N (1.0846, 1.4396, 1.1764)
N (1.9511, 1.7717, 0.2240)
C (2.8064, 2.7404, 0.4769)
C (2.7729, 3.4104, 1.7205)
C (1.8818, 3.0486, 2.6935)
C (1.7623, 3.7668, 4.0071)
C (1.0158, 1.9894, 2.3707)
S (-0.2003, 1.3554, 3.4593)
C (3.7759, 3.0889, -0.6477)
C (2.9604, 3.4653, -1.8934)
C (4.6894, 4.2503, -0.2573)
C (4.6218, 1.8474, -0.9503)
C (-0.1087, -1.8353, 1.8144)
S (-1.7364, -1.4284, 2.2908)
C (3.3850, -2.9987, -0.2452)
C (4.4622, -1.9104, -0.2013)
C (3.9624, -4.3233, 0.2538)
C (2.8873, -3.1792, -1.6864)
H (0.4796, -4.7236, 3.5608)
H (-1.1159, -4.0299, 3.2297)
H (-0.0220, -3.2169, 4.3397)
H (2.2471, -4.1933, 2.0002)
H (-1.8679, 1.5496, -4.0938)
H (-2.9624, 3.5120, -3.2898)
H (-2.1542, 4.3174, -1.9340)
H (-3.5429, 3.2921, -1.6283)
H (-0.1545, -2.4210, -2.6854)
H (-0.2117, -2.8381, -4.4082)
H (-1.6677, -2.2578, -3.5910)
H (1.8299, -0.7232, -3.2490)
H (1.5793, 0.4209, -4.5731)
H (1.6808, -1.3110, -4.9162)
H (-1.9705, -0.4219, -5.2970)
H (-0.5490, -1.0417, -6.1279)
H (-0.6150, 0.6613, -5.6953)
H (3.4356, 4.2473, 1.8970)
H (2.5278, 4.5335, 4.1016)
H (1.8532, 3.0750, 4.8473)
H (0.7806, 4.2390, 4.0870)
H (2.3480, 4.3523, -1.7093)
H (2.3059, 2.6438, -2.1918)
H (3.6372, 3.6883, -2.7195)
H (4.1276, 5.1673, -0.0597)
H (5.3701, 4.4573, -1.0829)
H (5.3008, 4.0139, 0.6176)
H (3.9820, 1.0232, -1.2654)
H (5.1950, 1.5321, -0.0744)
H (5.3257, 2.0702, -1.7538)
H (4.8091, -1.7364, 0.8210)
H (4.0732, -0.9749, -0.5996)
H (5.3189, -2.2163, -0.8039)
H (4.3638, -4.2449, 1.2683)
H (4.7856, -4.6131, -0.3992)
H (3.2257, -5.1305, 0.2245)
H (2.4787, -2.2459, -2.0690)
H (2.1118, -3.9478, -1.7434)
H (3.7175, -3.4876, -2.3246)
O (-7.2813, -2.6376, 0.0749)
S (-6.3933, -2.6045, 1.1852)
O (-5.8300, -3.7820, 1.7546)
N (-5.0838, -1.6021, 0.7611)
C (-5.0850, -0.5510, 1.5074)
S (-4.0006, 0.7503, 1.0987)
C (-6.1337, -0.4490, 2.5410)
C (-6.3569, 0.5498, 3.4791)
C (-7.4706, 0.4340, 4.2948)
C (-8.3396, -0.6532, 4.1707)
C (-8.1103, -1.6651, 3.2426)
C (-6.9935, -1.5370, 2.4464)
H (-5.6825, 1.3925, 3.5637)
H (-7.6789, 1.1965, 5.0335)
H (-9.2111, -0.7105, 4.8099)
H (-8.7853, -2.5053, 3.1488)

The max |F| is 2.60 eV/Å. Its spin multiplicity is 2. The value obtained for the lowest unoccupied orbital energy (alpha / beta) is -8.23 / -8.84 eV. As for the total charge: +2. The HOMO-LUMO gap (alpha / beta) comes out at 5.85 / 5.20 eV.

Atom charges from the Löwdin analysis, given in e for atoms 1 to 6: 0.39, -0.02, -0.22, 0.10, -0.15, 0.21



2.
Entry from the Open Molecules 2025 dataset: a structure of composition C34H43ClFN6O2SSi2V (ωB97M-V/def2-TZVPD).

Element x y z (Å)
V (0.6108, -0.4154, 0.2190)
C (-2.8333, 1.8590, -3.7712)
Si (-2.8931, 0.3348, -2.6235)
C (-4.6986, -0.2401, -2.7016)
C (-1.8802, -0.9797, -3.5033)
N (-2.3097, 0.5180, -1.0542)
C (-2.6328, 1.4604, -0.1694)
C (-3.4850, 2.5872, -0.3690)
C (-3.7183, 3.5498, 0.6020)
C (-3.1379, 3.4708, 1.8599)
C (-2.3162, 2.3716, 2.1242)
C (-2.1015, 1.4332, 1.1517)
F (-1.2979, 0.3728, 1.4953)
H (-3.0900, 1.5582, -4.7926)
H (-1.8359, 2.3053, -3.7927)
H (-3.5347, 2.6402, -3.4695)
H (-5.0251, -0.3961, -3.7350)
H (-5.3661, 0.4932, -2.2403)
H (-4.8149, -1.1830, -2.1611)
H (-2.1623, -1.0770, -4.5562)
H (-2.0321, -1.9442, -3.0195)
H (-0.8123, -0.7565, -3.4500)
H (-3.9622, 2.6926, -1.3355)
H (-4.3721, 4.3840, 0.3645)
H (-3.3148, 4.2254, 2.6155)
H (-1.8336, 2.2380, 3.0860)
C (2.3653, -0.2914, -3.2985)
Si (2.2615, -1.1894, -1.5990)
C (4.0802, -1.1281, -1.0278)
C (2.0525, -3.0094, -2.1672)
H (3.1132, -0.7735, -3.9399)
H (2.6518, 0.7584, -3.1807)
H (1.4090, -0.3192, -3.8296)
H (4.7499, -1.5948, -1.7607)
H (4.1904, -1.6478, -0.0726)
H (4.3951, -0.0910, -0.8840)
H (2.9721, -3.3813, -2.6345)
H (1.2539, -3.0910, -2.9121)
H (1.8057, -3.6645, -1.3277)
C (3.4515, -1.4255, 4.8421)
N (2.0524, -1.5013, 4.4949)
C (1.0784, -0.6221, 4.9369)
C (-0.0685, -0.9642, 4.3219)
N (0.2096, -2.0475, 3.5216)
C (1.5146, -2.3835, 3.6053)
S (2.3097, -3.6440, 2.8111)
H (3.5543, -1.3013, 5.9217)
H (3.9236, -0.5886, 4.3282)
H (3.9195, -2.3557, 4.5267)
H (1.3145, 0.1926, 5.5962)
H (-1.0459, -0.5182, 4.3475)
H (-0.4794, -2.4782, 2.8882)
N (1.2618, 5.6534, -2.2255)
C (0.9381, 4.3961, -1.7013)
C (0.6771, 3.3157, -2.5368)
C (0.3824, 2.0908, -1.9670)
N (0.3417, 1.8719, -0.6576)
C (0.6160, 2.9055, 0.1369)
C (0.9099, 4.1732, -0.3291)
H (0.8692, 5.8193, -3.1393)
H (1.0567, 6.4136, -1.5957)
H (0.6964, 3.4245, -3.6148)
H (0.1540, 1.2376, -2.5926)
H (0.5962, 2.7062, 1.1980)
H (1.1179, 4.9732, 0.3712)
Cl (-4.0693, -6.7247, -3.1362)
C (-3.2917, -5.5938, -2.0445)
C (-2.1289, -4.9599, -2.4424)
C (-1.5280, -4.0602, -1.5730)
C (-2.0740, -3.8117, -0.3230)
C (-3.2345, -4.4739, 0.0594)
C (-3.8591, -5.3613, -0.8022)
C (-1.4007, -2.8608, 0.6413)
O (-1.7160, -2.9572, 1.8381)
O (-0.5689, -2.0486, 0.1461)
H (-1.7056, -5.1594, -3.4176)
H (-0.6249, -3.5393, -1.8544)
H (-3.6350, -4.2785, 1.0451)
H (-4.7705, -5.8713, -0.5201)
N (1.7583, 0.3200, 1.3263)
C (2.5482, 0.9743, 2.1683)
C (3.9706, 0.8515, 2.1328)
C (4.7850, 1.5514, 3.0000)
C (4.2612, 2.4132, 3.9662)
C (2.8750, 2.5549, 4.0233)
C (2.0417, 1.8672, 3.1619)
H (4.3966, 0.1790, 1.4003)
H (5.8608, 1.4188, 2.9276)
H (4.9082, 2.9569, 4.6439)
H (2.4336, 3.2178, 4.7630)
H (0.9651, 1.9722, 3.2416)

The max |F| is 0.96 eV/Å. Its spin multiplicity is 3. The value obtained for the lowest unoccupied orbital energy (alpha / beta) is 3.98 / 3.98 eV. As for the total charge: -2. The HOMO-LUMO gap (alpha / beta) comes out at 4.63 / 5.73 eV. The calculation puts the energy relative to the best compared isomer or geometry (same formula, charge and spin) at 12.6 kcal/mol.

Atom charges from the Löwdin analysis, given in e for atoms 1 to 6: 0.72, -0.18, 0.34, -0.19, -0.16, -0.03